1.
C38H86ClN5OP | ωB97M-V/def2-TZVPD

Atoms and positions in Å:
C: 6.9524 1.7131 1.3856
C: 6.8407 1.0922 -0.1469
C: 7.9471 -0.1333 -0.2891
C: 7.1521 -1.5767 -0.4688
C: 6.7969 -2.3205 0.9524
C: 5.2266 -2.1375 1.3999
C: 4.5121 -3.5716 1.8392
C: 2.9543 -3.6391 1.3041
C: 1.8903 -3.1321 2.4831
C: 0.5375 -2.4506 1.7817
C: -0.6559 -3.5998 1.7538
C: -2.1740 -2.9972 1.8471
N: -2.8005 -2.5860 0.5389
C: -3.7890 -1.4094 0.5820
N: -4.9678 -1.2785 1.2730
C: -5.4959 -2.3862 2.2068
N: -6.7968 -1.9181 2.8227
N: -3.1228 -0.4377 -0.4117
C: -3.9432 0.7817 -0.8012
Cl: -3.5318 1.3295 -2.5636
C: -3.6590 2.1108 0.1384
C: -4.4217 2.0776 1.5942
C: -2.7950 -1.4197 -1.5563
N: -4.0586 -1.9151 -2.2552
C: -1.9527 -2.5904 -0.7098
P: -2.0887 -4.3581 -1.5165
C: -2.1059 -4.2251 -3.4409
O: -3.6005 -5.0604 -0.9224
H: 7.1575 0.8086 2.1278
H: 7.7870 2.5332 1.4862
H: 5.8814 2.1462 1.6572
H: 7.0755 1.9173 -0.9678
H: 5.7853 0.5971 -0.3021
H: 8.6399 -0.1494 0.6798
H: 8.6210 0.1222 -1.2166
H: 6.2176 -1.4289 -1.1649
H: 7.8968 -2.2917 -1.0677
H: 7.1173 -3.4601 0.8302
H: 7.4463 -1.7640 1.7843
H: 4.6388 -1.6353 0.5030
H: 5.1996 -1.4369 2.3640
H: 4.6388 -3.8089 2.9784
H: 5.0933 -4.4258 1.2509
H: 2.7313 -4.7752 1.0185
H: 2.8450 -2.9477 0.3655
H: 1.6502 -4.0843 3.1195
H: 2.3903 -2.3557 3.2363
H: 0.2652 -1.4953 2.4006
H: 0.8601 -2.1108 0.6996
H: -0.4565 -4.3350 0.8661
H: -0.4916 -4.2414 2.7473
H: -2.1479 -2.1128 2.6388
H: -2.8596 -3.8644 2.2925
H: -5.5743 -0.4310 1.1989
H: -4.7009 -2.4231 3.0963
H: -5.5521 -3.4273 1.6653
H: -7.5683 -2.2529 2.2040
H: -6.8279 -0.8721 2.9355
H: -5.0974 0.4876 -0.8386
H: -4.1343 3.0299 -0.4574
H: -2.5249 2.3729 0.2707
H: -3.9850 1.3118 2.3642
H: -5.5708 1.7929 1.4499
H: -4.4438 3.1479 2.1172
H: -1.9542 -1.0726 -2.3255
H: -3.8882 -2.0764 -3.2719
H: -4.4744 -2.7431 -1.7753
H: -0.8510 -2.1989 -0.6895
H: -1.5860 -3.1805 -3.6883
H: -1.4370 -5.0942 -3.8617
H: -3.2192 -4.2452 -3.7981
H: -3.3425 -5.8092 -0.2760
C: 1.7196 -5.1678 -3.1683
C: 1.7469 -5.0874 -4.6867
C: 1.5974 -6.4511 -5.3660
C: 2.7148 -7.4576 -5.0690
C: 4.1280 -6.9912 -5.4279
C: 4.3127 -6.7249 -6.9137
H: 2.5529 -5.7604 -2.7796
H: 1.7965 -4.1649 -2.7366
H: 0.7840 -5.6160 -2.8191
H: 2.6675 -4.5948 -5.0127
H: 0.9220 -4.4439 -5.0153
H: 1.5235 -6.2973 -6.4488
H: 0.6420 -6.8964 -5.0608
H: 2.4974 -8.3845 -5.6143
H: 2.6931 -7.7234 -4.0060
H: 4.8385 -7.7685 -5.1227
H: 4.3925 -6.0939 -4.8580
H: 4.0984 -7.6246 -7.5004
H: 5.3452 -6.4266 -7.1166
H: 3.6603 -5.9197 -7.2646
C: -1.3698 5.5753 -1.0019
C: -0.4724 4.4939 -1.5830
C: 0.3696 3.7758 -0.5252
C: 1.3671 4.6610 0.2307
C: 2.3817 5.3996 -0.6461
C: 3.2957 4.4651 -1.4233
H: -0.7886 6.3715 -0.5275
H: -1.9713 6.0315 -1.7945
H: -2.0533 5.1553 -0.2572
H: 0.1692 4.9246 -2.3571
H: -1.1038 3.7517 -2.0860
H: 0.9065 2.9497 -1.0058
H: -0.3023 3.3105 0.2070
H: 1.9091 4.0334 0.9492
H: 0.8199 5.3978 0.8296
H: 3.0005 6.0352 -0.0015
H: 1.8695 6.0744 -1.3405
H: 3.8537 3.8119 -0.7440
H: 4.0181 5.0443 -2.0054
H: 2.7338 3.8382 -2.1221
C: -2.3937 6.5436 3.0910
C: -3.9013 6.4199 2.9346
C: -4.6396 7.7457 3.1361
C: -4.5027 8.3671 4.5308
C: -4.9623 7.4797 5.6905
C: -6.4414 7.1317 5.6301
H: -2.1165 6.8609 4.1005
H: -1.9152 5.5769 2.9045
H: -1.9864 7.2665 2.3771
H: -4.2817 5.6600 3.6233
H: -4.1167 6.0531 1.9239
H: -5.7008 7.5945 2.9068
H: -4.2741 8.4709 2.3981
H: -5.0772 9.3017 4.5494
H: -3.4588 8.6538 4.7014
H: -4.7672 8.0084 6.6311
H: -4.3693 6.5594 5.7280
H: -7.0557 8.0384 5.6391
H: -6.7205 6.5253 6.4965
H: -6.6856 6.5574 4.7314

Forces on atoms 1 to 3 (eV/Å):
-1.075 -0.493 -0.375
0.976 -0.375 0.692
-0.593 0.364 -0.137

Results
**Total energy**: -72094.897 eV
**E_HOMO**: -0.408 hartree
**Gap between HOMO and LUMO**: 7.78 eV
**Charge**: +1

---

2.
C38H87IN12O6P3S2 | ωB97M-V/def2-TZVPD

Atoms and positions in Å:
C: 1.1137 1.5428 -2.0337
C: -0.2208 0.7992 -2.0684
C: -0.0805 -0.7271 -2.0110
C: 0.7785 -1.2274 -0.8286
N: 0.0320 -2.2083 0.0152
C: -0.5098 -1.4267 1.1413
C: -1.3837 -2.2454 2.0981
C: -2.3799 -1.3398 2.8087
C: -1.7543 -0.2679 3.7653
C: -2.1112 1.1525 3.4287
C: -1.2208 2.0977 2.8986
I: 0.7891 1.7114 2.5228
C: -1.7711 3.3674 2.6677
N: -3.0366 3.6328 2.8933
C: -3.5545 5.0024 2.5775
C: -3.9588 5.0339 1.1155
O: -2.7819 5.1222 0.3126
N: -3.9347 2.7997 3.3843
C: -3.4354 1.6094 3.6530
C: -4.4408 0.6731 4.2846
C: -4.1558 0.5234 5.7765
O: -4.2887 -0.4849 6.4168
O: -3.7238 1.7203 6.3169
C: 0.9915 -3.1522 0.4966
S: 0.7798 -4.7299 0.3067
S: 2.5345 -2.5919 1.3112
C: 2.0682 -2.4646 3.0611
C: 3.3099 -2.3308 3.9514
C: 3.9878 -0.9631 3.7968
H: 1.8066 1.1924 -2.8082
H: 1.6240 1.4956 -1.0690
H: 0.9495 2.6049 -2.2327
H: -0.8827 1.1804 -1.2805
H: -0.6918 1.0468 -3.0234
H: -1.0749 -1.1603 -1.8768
H: 0.3244 -1.0638 -2.9655
H: 1.7119 -1.6416 -1.2074
H: 1.0561 -0.3453 -0.2438
H: -1.1068 -0.6101 0.7270
H: 0.3433 -1.0481 1.7059
H: -1.9216 -3.0075 1.5309
H: -0.7259 -2.7818 2.7853
H: -2.9917 -1.9881 3.4437
H: -3.0907 -0.8859 2.1137
H: -0.6696 -0.3495 3.6793
H: -1.9687 -0.5120 4.8059
H: -1.1379 4.1583 2.2914
H: -2.7128 5.6686 2.7554
H: -4.3596 5.2403 3.2701
H: -4.4857 4.1124 0.8585
H: -4.5671 5.9168 0.9186
H: -2.8373 4.4710 -0.3900
H: -5.4338 1.1293 4.2401
H: -4.5212 -0.2868 3.7856
H: -2.7913 1.6268 6.5500
H: 1.5239 -3.3631 3.3629
H: 1.4160 -1.6171 3.2989
H: 3.9981 -3.1234 3.6505
H: 3.0194 -2.4599 4.9944
H: 4.8247 -0.8924 4.4895
H: 3.2728 -0.1656 4.0154
H: 4.3525 -0.8522 2.7750
O: -5.6139 7.2966 4.6685
P: -6.7372 6.9794 5.6257
N: -6.2760 5.3799 6.0572
C: -7.0731 4.1754 5.9715
C: -4.9781 5.2239 6.6930
N: -8.0348 7.0098 4.5007
C: -9.0692 5.9967 4.3964
C: -7.7462 7.5405 3.1728
N: -7.8942 7.1362 6.9217
C: -8.3990 8.5382 7.0068
C: -7.4638 6.7793 8.2845
H: -8.0825 4.3055 6.3721
H: -6.6338 3.3681 6.5605
H: -7.1537 3.8136 4.9396
H: -4.9910 5.5407 7.7457
H: -4.2161 5.8200 6.1825
H: -4.6383 4.1887 6.6657
H: -8.7163 5.1006 3.8714
H: -9.9219 6.3870 3.8351
H: -9.4687 5.7122 5.3674
H: -7.2031 6.8148 2.5526
H: -7.1603 8.4528 3.2312
H: -8.6753 7.7987 2.6605
H: -7.6016 9.2331 7.2825
H: -9.1951 8.6093 7.7471
H: -8.8139 8.8588 6.0540
H: -6.5798 7.3373 8.6042
H: -7.2602 5.7146 8.3794
H: -8.2726 6.9893 8.9843
O: 3.9852 1.3051 -4.5669
P: 4.8614 0.6620 -5.6110
N: 4.4798 -0.9925 -5.3346
C: 5.3990 -2.0796 -5.0650
C: 3.0898 -1.3861 -5.5113
N: 6.3886 1.0767 -4.9372
C: 7.5026 0.1619 -4.7683
C: 6.3851 2.0360 -3.8383
N: 5.6470 0.3595 -7.1406
C: 5.9773 1.6437 -7.8223
C: 4.9325 -0.4561 -8.1371
H: 6.2584 -2.0848 -5.7416
H: 4.9192 -3.0482 -5.2082
H: 5.7681 -2.0526 -4.0341
H: 2.8123 -1.4591 -6.5727
H: 2.4154 -0.6608 -5.0458
H: 2.8821 -2.3520 -5.0511
H: 7.3684 -0.4944 -3.9009
H: 8.4282 0.7230 -4.6115
H: 7.6784 -0.4433 -5.6547
H: 6.0740 1.5727 -2.8934
H: 5.7247 2.8724 -4.0474
H: 7.3851 2.4543 -3.7009
H: 5.0732 2.1945 -8.0966
H: 6.5578 1.4551 -8.7251
H: 6.5796 2.2801 -7.1776
H: 3.9467 -0.0506 -8.3813
H: 4.8164 -1.4869 -7.8087
H: 5.5207 -0.5020 -9.0540
O: 3.9481 -5.4458 -5.5960
P: 3.4435 -6.5750 -4.7365
N: 4.2370 -6.1814 -3.2611
C: 5.0923 -7.0365 -2.4658
C: 3.9245 -4.8898 -2.6703
N: 4.1959 -7.8764 -5.5650
C: 4.9340 -8.9524 -4.9289
C: 4.8053 -7.5722 -6.8567
N: 2.3523 -7.7145 -3.9821
C: 1.3078 -8.1575 -4.9483
C: 1.6388 -7.2625 -2.7808
H: 4.6725 -8.0366 -2.3191
H: 5.2301 -6.6340 -1.4614
H: 6.0878 -7.1391 -2.9089
H: 2.9350 -4.8854 -2.1846
H: 3.9198 -4.1042 -3.4287
H: 4.6597 -4.5990 -1.9208
H: 5.9414 -8.6400 -4.6308
H: 5.0455 -9.7915 -5.6209
H: 4.4114 -9.3578 -4.0649
H: 5.7695 -7.0632 -6.7427
H: 4.1543 -6.9486 -7.4622
H: 4.9692 -8.4931 -7.4209
H: 0.6633 -7.3263 -5.2492
H: 0.6876 -8.9369 -4.5056
H: 1.7622 -8.5754 -5.8438
H: 1.0720 -6.3441 -2.9632
H: 2.3153 -7.0958 -1.9445
H: 0.9432 -8.0316 -2.4428

Forces on atoms 1 to 3 (eV/Å):
0.063 0.355 -0.178
0.408 0.016 -0.327
-0.317 0.162 0.527

Results
**Total energy**: -128610.813 eV
**E_HOMO**: -0.338 hartree
**Gap between HOMO and LUMO**: 4.88 eV
**Charge**: +1

---

3.
C38H87N3O14P2S | ωB97M-V/def2-TZVPD

Atoms and positions in Å:
C: 1.6550 -1.7652 5.1861
C: 1.8527 -0.5010 4.4215
O: 2.2241 -0.4460 3.2938
O: 1.5876 0.5938 5.1640
C: 1.0088 1.6879 4.4342
C: 0.2088 2.5391 5.4266
P: -1.5378 2.6614 4.9230
C: -2.9072 3.3494 5.9187
C: -4.2898 2.8376 5.4950
C: -4.8534 3.6171 4.3004
C: -6.0313 2.8942 3.6445
C: -5.6424 1.9206 2.4978
C: -4.1519 1.6294 2.3893
C: -3.8245 0.6333 1.2665
S: -3.3264 -0.9821 1.9458
C: -1.8588 -1.2512 1.0578
N: -1.6607 -1.1910 -0.2248
N: -0.3032 -1.4467 -0.4223
C: 0.1963 -1.6415 0.7571
O: -0.7185 -1.5334 1.7485
C: -1.8421 0.8050 5.3987
P: -1.9829 0.4516 7.1466
O: -1.2361 1.3495 8.0233
O: -1.5103 -1.0766 7.3332
O: -3.5350 0.4688 7.5557
O: -1.2187 4.3675 4.2744
N: -1.3438 4.4462 2.9181
O: -1.7928 5.4744 2.5549
H: 0.7319 -1.7455 5.7560
H: 2.4677 -1.8503 5.9057
H: 1.6919 -2.6108 4.5137
H: 1.7994 2.2736 3.9782
H: 0.3881 1.3101 3.6225
H: 0.6244 3.5395 5.3991
H: 0.3394 2.1768 6.4414
H: -1.8397 2.3212 3.6023
H: -2.9164 4.4188 5.7369
H: -2.7222 3.2432 6.9836
H: -4.9549 3.0211 6.3367
H: -4.3199 1.7650 5.3230
H: -5.2274 4.5556 4.7081
H: -4.0739 3.8973 3.5974
H: -6.7436 3.6122 3.2510
H: -6.5369 2.3154 4.4156
H: -6.1549 0.9730 2.6730
H: -6.0028 2.2728 1.5349
H: -3.6330 2.5475 2.1226
H: -3.7393 1.2743 3.3263
H: -4.6972 0.4729 0.6415
H: -3.0424 1.0141 0.6215
H: 1.2288 -1.8452 0.9726
H: -2.7086 0.4213 4.8593
H: -1.0049 0.2042 5.0462
H: -2.0251 -1.6615 6.7631
H: -4.0958 -0.0111 6.9345
C: 4.4037 -1.2137 -3.2951
C: 3.3736 -0.6750 -2.3171
O: 3.5299 -1.1524 -0.9930
C: 4.7641 -0.8560 -0.3620
C: 5.0580 0.6284 -0.2448
H: 4.3786 -2.3043 -3.3134
H: 4.1948 -0.8420 -4.2987
H: 5.4172 -0.9071 -3.0322
H: 2.3776 -0.9975 -2.6216
H: 3.3677 0.4206 -2.3313
H: 5.5863 -1.3706 -0.8727
H: 4.6933 -1.2946 0.6340
H: 5.1493 1.1067 -1.2197
H: 5.9978 0.7843 0.2854
H: 4.2601 1.1324 0.3040
C: -5.0090 -1.3874 -5.5305
C: -4.7412 0.0885 -5.2870
O: -4.6575 0.4428 -3.9204
C: -3.6385 -0.2011 -3.1714
C: -2.2347 0.0575 -3.6881
H: -5.9309 -1.6943 -5.0347
H: -5.1067 -1.5786 -6.5998
H: -4.2026 -2.0176 -5.1532
H: -5.5670 0.6775 -5.6872
H: -3.8397 0.4078 -5.8226
H: -3.8345 -1.2769 -3.1032
H: -3.7256 0.1934 -2.1592
H: -2.0913 -0.3280 -4.6988
H: -1.5037 -0.4248 -3.0381
H: -2.0292 1.1292 -3.7101
C: -1.1624 8.6917 1.6228
C: -2.4073 9.5565 1.5329
O: -2.2308 10.7608 0.8076
C: -1.8387 10.6211 -0.5445
C: -2.8207 9.8380 -1.3998
H: -0.3419 9.2509 2.0755
H: -1.3626 7.8098 2.2289
H: -0.8291 8.3499 0.6418
H: -2.7067 9.8661 2.5343
H: -3.2438 8.9808 1.1200
H: -0.8372 10.1804 -0.6094
H: -1.7570 11.6390 -0.9263
H: -2.9288 8.8071 -1.0610
H: -2.4779 9.8136 -2.4348
H: -3.8068 10.3036 -1.3706
C: -1.5844 -4.1388 -2.2306
C: -1.3355 -5.0382 -1.0341
O: -1.3427 -6.4227 -1.3280
C: -0.3768 -6.8615 -2.2682
C: 1.0596 -6.5951 -1.8527
H: -2.5386 -4.3820 -2.7022
H: -1.6064 -3.0982 -1.9135
H: -0.8056 -4.2388 -2.9883
H: -2.1323 -4.8950 -0.3022
H: -0.3982 -4.7582 -0.5373
H: -0.5793 -6.4284 -3.2541
H: -0.5275 -7.9362 -2.3649
H: 1.2690 -5.5289 -1.7520
H: 1.7417 -7.0021 -2.5999
H: 1.2718 -7.0676 -0.8919
C: 2.4854 -11.3046 -2.8593
C: 1.0639 -10.9439 -3.2563
O: 0.9695 -9.8115 -4.1003
C: 1.6353 -9.8995 -5.3465
C: 1.1482 -11.0333 -6.2325
H: 2.9687 -10.4605 -2.3655
H: 2.4782 -12.1529 -2.1744
H: 3.0949 -11.5797 -3.7211
H: 0.4939 -10.6849 -2.3636
H: 0.5608 -11.8048 -3.7110
H: 2.7193 -9.9659 -5.1978
H: 1.4459 -8.9465 -5.8407
H: 1.3248 -12.0111 -5.7830
H: 1.6691 -11.0087 -7.1901
H: 0.0771 -10.9397 -6.4161
C: 6.9793 4.7297 -3.1905
C: 7.2019 3.7970 -2.0122
O: 7.1689 2.4223 -2.3484
C: 8.1310 1.9823 -3.2893
C: 9.5701 2.1982 -2.8533
H: 6.0260 4.5124 -3.6738
H: 6.9707 5.7656 -2.8506
H: 7.7633 4.6345 -3.9430
H: 6.4003 3.9336 -1.2858
H: 8.1374 4.0437 -1.4973
H: 7.9512 2.4454 -4.2662
H: 7.9456 0.9147 -3.4113
H: 9.8067 3.2552 -2.7264
H: 10.2516 1.7925 -3.6014
H: 9.7591 1.6981 -1.9024

Forces on atoms 1 to 3 (eV/Å):
0.246 -0.063 0.344
0.054 -0.231 0.780
0.072 0.157 -1.350

Results
**SMILES**: CC(=O)OCC[PH](CCCCCCCSc1nnco1)(CP(=O)(O)O)ON=O.CCOCC.CCOCC.CCOCC.CCOCC.CCOCC.CCOCC
**Total energy**: -103361.281 eV
**E_HOMO**: -0.343 hartree
**Gap between HOMO and LUMO**: 9.05 eV

---

> Among the records above, which one has the lowest total energy?

C38H87IN12O6P3S2

---

> Which formula does entry 2 have?

C38H87IN12O6P3S2